Record 1
ORCA calculation (ωB97M-V with the def2-TZVPD basis set) on a 5-piece molecular cluster, C20H53N3O9 overall in a non-equilibrium geometry.

```
85
Properties=species:S:1:pos:R:3:forces:R:3:lowdin_charge:R:1
C 2.42115 1.11827 5.57174 1.95 0.79 1.19 -0.063
C 3.01768 1.22625 4.19187 -0.19 -1.41 -0.23 -0.448
C 4.64793 1.11139 4.22001 -3.75 0.10 0.88 -0.174
O 5.08102 2.21139 4.93423 1.18 2.66 -0.39 -0.196
C 4.70434 3.50939 4.32105 -0.04 -1.82 0.04 -0.051
N 2.50900 0.10723 3.46449 0.61 -1.42 -1.87 0.046
H 2.93737 0.33422 6.12571 -0.15 -0.51 -0.22 0.081
H 1.35193 0.95452 5.70607 0.05 0.43 -0.46 0.080
H 2.84706 1.98953 6.06934 -0.88 0.45 0.62 0.070
H 2.65896 2.13472 3.70801 0.44 0.55 0.05 0.086
H 5.03414 0.95306 3.21309 0.24 0.35 -0.19 0.116
H 4.85382 0.25154 4.85747 0.16 -0.16 -0.28 0.125
H 5.36296 4.32423 4.62164 -0.04 -0.39 0.39 0.087
H 3.65212 3.68062 4.54826 0.19 0.47 0.29 0.070
H 4.75020 3.41331 3.23626 0.21 -0.01 -0.19 0.080
H 1.56628 0.14721 3.10426 -0.73 0.40 0.96 0.056
H 2.97288 0.10490 2.56731 0.53 -0.48 -0.02 0.023
C -1.11442 -2.11608 0.88622 0.96 0.42 0.22 -0.216
C -0.79171 -1.62591 -0.50845 -1.34 1.49 -0.43 -0.244
O 0.56991 -1.34310 -0.78066 0.08 -2.09 -0.10 -0.070
O -0.35560 -1.37293 1.82703 0.10 0.41 0.27 -0.085
H -0.76207 -3.14125 1.00016 -0.72 -0.43 -0.09 0.122
H -2.15886 -1.92433 1.13216 -0.06 -0.56 -0.18 0.116
H -1.30140 -0.68097 -0.69660 -0.38 0.32 0.38 0.105
H -1.34869 -2.27162 -1.18738 0.95 -0.49 -0.63 0.118
H 0.73027 -0.41365 -0.60173 -0.35 0.66 0.18 0.022
H 0.51709 -1.48216 1.44221 0.72 0.15 0.32 0.058
C -3.95989 0.47014 1.91394 -0.82 0.48 0.46 -0.253
C -4.82837 1.71453 1.66249 1.38 1.15 0.15 -0.173
O -4.13558 2.98856 1.39237 0.32 -0.64 -0.99 -0.106
O -3.39052 0.44011 3.19363 0.61 0.14 0.25 -0.069
H -3.24071 0.41450 1.09676 0.32 -0.11 0.00 0.107
H -4.55278 -0.44425 1.93597 -0.56 0.15 -0.77 0.118
H -5.36806 2.10287 2.52622 -1.03 -1.48 -0.03 0.120
H -5.33821 1.49063 0.72546 -0.71 0.34 0.34 0.113
H -3.34263 3.10321 1.92122 0.08 -0.50 0.22 0.033
H -2.46942 0.68861 3.08679 0.22 -0.02 0.08 0.039
C 1.41086 -3.57050 -4.97815 1.61 -0.30 -0.30 -0.144
O 0.09211 -3.58266 -5.32442 -2.01 -0.57 -0.90 -0.201
C -0.25977 -4.05554 -6.63605 -0.92 2.19 0.09 -0.179
C -1.83262 -3.93878 -6.79749 1.17 -2.06 -0.14 -0.193
N -2.60226 -3.08374 -5.94591 0.23 -2.19 -0.13 -0.073
C -2.22870 -1.74770 -5.94817 -0.94 2.76 0.04 -0.228
C -3.24546 -1.04842 -5.01087 1.12 0.91 -1.63 -0.247
O -2.95654 -1.14850 -3.65739 0.09 -1.08 0.31 -0.167
C -3.98815 -0.52570 -2.96059 -0.20 0.07 0.99 -0.127
H 1.56024 -3.12057 -3.99665 -0.36 -0.36 0.17 0.090
H 2.03912 -2.97455 -5.64013 -0.01 0.28 -0.48 0.083
H 1.79848 -4.58674 -5.04959 0.39 -0.19 0.47 0.087
H 0.09666 -5.02094 -6.99530 0.12 -0.47 0.87 0.115
H 0.11353 -3.36960 -7.39646 0.64 0.42 0.13 0.104
H -2.17943 -4.96745 -6.69924 -0.44 0.02 0.30 0.106
H -1.95637 -3.74839 -7.86358 -0.41 0.54 0.00 0.111
H -2.54204 -3.38970 -4.98525 0.01 -0.50 0.07 0.123
H -2.46391 -1.29643 -6.91208 -0.04 -0.06 -0.42 0.121
H -1.16470 -1.55465 -5.81128 0.07 0.19 0.68 0.120
H -4.21030 -1.44891 -5.32198 -0.27 -0.49 0.49 0.121
H -3.34775 0.00930 -5.25346 0.36 0.46 -0.19 0.115
H -3.83974 0.55312 -3.00783 -0.44 0.25 -0.13 0.094
H -3.98976 -0.80764 -1.90769 0.42 -0.12 0.06 0.079
H -4.96061 -0.85217 -3.32914 -0.19 0.31 -0.25 0.091
C 4.01482 -1.25277 0.24191 0.65 -2.11 0.08 -0.135
O 3.32180 -0.18571 0.79411 0.05 0.49 -2.45 -0.233
C 3.12234 0.83078 -0.21991 -1.49 1.13 3.62 -0.148
C 2.05160 1.77752 0.44318 0.44 -0.61 -2.21 -0.186
N 0.69668 1.21137 0.45376 0.14 1.69 0.22 -0.051
C -0.27929 2.31731 0.69584 0.01 -0.37 0.21 -0.131
C -0.33760 2.91746 2.16793 -0.21 -0.82 -1.97 -0.157
O -1.38170 2.20282 2.80366 0.15 0.14 0.27 -0.248
C -1.79334 2.67444 4.07539 1.11 0.23 0.80 -0.086
H 3.66440 -1.68518 -0.69528 -0.92 0.56 -0.29 0.084
H 3.90481 -2.09400 0.92625 0.41 0.09 0.27 0.098
H 5.06506 -1.07952 0.00720 0.32 0.45 0.54 0.089
H 2.73955 0.45548 -1.16897 0.23 -0.20 0.04 0.125
H 3.99951 1.47480 -0.28254 0.41 -0.40 -0.52 0.123
H 2.08288 2.54837 -0.32682 -0.58 0.62 0.19 0.114
H 2.33797 2.24393 1.38581 0.45 -0.30 0.12 0.102
H 0.57505 0.56863 1.22331 0.03 -0.26 0.19 0.068
H -1.24667 1.92328 0.38437 -0.33 -0.05 0.71 0.105
H -0.15939 3.10181 -0.05134 0.66 0.13 0.14 0.113
H -0.51853 3.98867 2.07916 -0.43 0.14 0.22 0.123
H 0.61049 2.80854 2.69460 0.14 -0.24 0.12 0.101
H -2.62533 3.36972 3.96368 -0.17 -0.23 0.37 0.099
H -0.98504 3.14520 4.63497 0.36 0.73 -0.49 0.090
H -1.93023 1.84524 4.76951 -0.99 -0.23 -0.49 0.098
```
Forces are in eV/Å.

The charge is 0. Its relative energy (zero: lowest compared OMol25 entry of this formula, charge and spin) is 374.02 kJ/mol.

---

Record 2
ORCA calculation (ωB97M-V with the def2-TZVPD basis set) on a 7-piece molecular cluster, C20H53N6O7 overall in a non-equilibrium geometry.

```
86
Properties=species:S:1:pos:R:3:forces:R:3:lowdin_charge:R:1
C -17.74079 -29.15905 22.35346 0.31 -1.42 0.34 -0.102
C -19.10430 -28.53567 22.09924 0.47 1.64 -0.48 -0.456
O -19.89145 -28.23654 23.21437 0.47 -0.46 0.42 -0.359
H -17.04210 -28.55430 22.93787 -0.26 0.23 0.07 0.065
H -17.18076 -29.46543 21.46189 -0.30 0.47 -0.28 0.071
H -17.82854 -30.13359 22.85514 -0.18 0.18 0.30 0.070
H -19.63101 -29.07767 21.29754 -0.11 -0.31 0.24 0.097
H -18.84506 -27.56390 21.61348 -0.14 -0.08 -0.35 0.069
C -21.09012 -23.66762 19.46860 0.34 1.51 -0.22 0.029
C -20.89922 -25.13412 19.32556 -1.57 1.74 0.89 -0.387
O -21.18329 -25.88503 20.19141 0.86 -1.26 -0.93 0.184
N -20.47179 -25.53924 17.90451 1.42 -1.41 0.30 0.112
H -21.24744 -25.48325 17.23491 -0.14 0.42 0.21 0.203
H -19.73972 -24.88010 17.63045 -0.46 0.42 -0.16 0.176
C -19.84411 -26.92019 17.69547 -1.58 -0.08 -0.83 0.028
H -21.91564 -23.23637 18.88687 -0.17 -0.59 -0.16 0.130
H -20.26393 -23.01439 19.15960 0.27 -0.46 -0.09 0.114
H -21.30133 -23.39498 20.49982 -0.04 -0.36 0.08 0.102
H -19.59383 -26.92931 16.63498 0.58 0.04 0.16 0.098
H -20.65237 -27.64866 17.73722 0.07 -0.04 0.54 0.114
H -19.03878 -27.17778 18.36953 0.03 0.39 0.13 0.094
C -16.65801 -28.04495 14.28424 0.74 0.90 -0.45 0.041
C -16.45252 -28.10411 15.76186 -1.71 -0.06 -0.75 -0.396
O -17.12237 -28.73894 16.51510 0.97 0.48 0.35 0.148
N -15.31897 -27.23821 16.27716 1.42 -0.46 0.18 0.092
H -14.50983 -27.36313 15.65064 -0.22 -0.02 -0.24 0.195
H -15.50708 -26.23431 16.17138 -0.35 -0.06 0.20 0.199
C -14.77857 -27.61501 17.65780 -0.52 0.46 -0.78 0.056
H -16.27972 -27.12355 13.82709 0.36 -0.09 0.20 0.111
H -17.69427 -28.05241 13.95467 -0.13 -0.64 0.43 0.115
H -16.07195 -28.86412 13.85528 -0.22 -0.03 -0.23 0.119
H -15.61029 -27.54472 18.34727 0.16 -0.09 0.22 0.093
H -13.97925 -26.90864 17.86216 0.01 -0.07 0.24 0.121
H -14.39835 -28.62463 17.55095 0.02 -0.04 0.27 0.112
C -20.70730 -32.24116 23.08904 1.44 0.68 0.86 0.034
C -21.90462 -31.61632 23.70157 -0.44 -1.35 -0.80 -0.402
O -22.63672 -32.11740 24.47194 -0.18 0.44 0.20 0.223
N -22.16178 -30.15230 23.30482 0.55 0.55 1.26 0.100
H -21.26889 -29.67847 23.04604 0.01 0.18 0.08 0.110
H -22.83512 -29.97787 22.55872 -0.06 -0.67 -0.11 0.187
C -22.65352 -29.39932 24.52681 -0.40 0.52 -0.99 0.024
H -20.55486 -33.27739 23.37693 -0.72 -0.19 -0.29 0.116
H -19.88678 -31.76799 23.66293 0.01 0.17 -0.30 0.089
H -20.50004 -32.03946 22.04165 -0.37 -0.02 -0.08 0.094
H -22.91960 -28.43687 24.09395 0.03 0.24 0.55 0.093
H -21.85035 -29.32603 25.24529 0.06 -0.04 -0.01 0.076
H -23.53763 -29.85558 24.95813 0.08 -0.28 -0.11 0.116
C -19.78149 -28.98957 27.93693 0.56 0.49 -0.15 0.054
C -19.38960 -29.49273 26.58619 -1.08 -0.05 0.70 -0.409
O -19.76284 -30.50575 26.09824 0.44 0.13 -0.57 0.176
N -18.46551 -28.61828 25.75482 0.51 -0.19 -0.73 0.079
H -18.79190 -28.73687 24.76195 -0.28 0.31 -0.11 0.109
H -18.54946 -27.62854 25.97121 -0.20 -0.09 0.37 0.156
C -17.01721 -29.02461 25.89346 0.11 -0.18 0.65 0.033
H -20.77976 -29.32782 28.19812 0.11 -0.36 0.04 0.116
H -19.76251 -27.90217 28.02991 0.16 -0.01 -0.09 0.099
H -19.02942 -29.39073 28.62603 -0.26 -0.01 0.25 0.127
H -16.84336 -29.25640 26.94333 0.04 -0.21 -0.06 0.115
H -16.33066 -28.21550 25.65833 -0.29 0.14 -0.31 0.108
H -16.83760 -29.88822 25.26421 0.00 -0.06 0.07 0.102
C -21.85878 -25.28965 23.99589 -0.95 0.75 -0.68 0.036
C -20.60479 -24.53761 23.71505 -0.14 -0.32 1.93 -0.405
O -20.42751 -23.38082 23.83956 0.32 0.20 -0.86 0.221
N -19.37938 -25.43488 23.55198 0.83 -0.75 0.27 0.067
H -19.01786 -25.58840 24.49753 -0.13 0.45 0.11 0.168
H -19.63878 -26.43495 23.31304 -0.25 -0.36 -0.48 0.100
C -18.25700 -24.84583 22.72497 -1.34 -0.36 0.04 0.033
H -22.56125 -24.56260 24.40525 0.07 0.02 0.06 0.118
H -21.81150 -26.12500 24.68929 0.48 -0.16 -0.22 0.090
H -22.28901 -25.57982 23.03074 0.06 -0.42 0.15 0.102
H -18.79526 -24.55808 21.82523 0.57 0.38 -0.21 0.086
H -17.53752 -25.62630 22.50453 0.11 0.03 0.14 0.091
H -17.84348 -24.00266 23.26499 0.09 0.11 -0.20 0.115
C -18.13087 -32.15480 14.17627 1.26 -0.92 -0.51 0.043
C -17.83120 -32.15956 15.63814 -1.81 0.85 -1.01 -0.405
O -18.61986 -31.78178 16.43191 0.59 -0.07 1.05 0.177
N -16.49090 -32.67023 16.13791 -0.23 -0.91 0.50 0.102
H -16.32882 -33.57994 15.68154 -0.09 -0.02 0.10 0.199
H -15.64687 -32.14725 15.89333 -0.37 0.42 -0.37 0.185
C -16.44744 -32.87289 17.64086 1.19 -0.68 -0.35 0.032
H -19.16670 -31.93166 13.94906 -0.01 0.40 0.39 0.114
H -17.95453 -33.13872 13.72371 0.20 0.01 0.10 0.119
H -17.42439 -31.48060 13.68197 -0.20 0.05 -0.18 0.098
H -17.13446 -33.63575 17.98895 -0.32 0.12 -0.33 0.119
H -16.55937 -31.94420 18.18318 -0.12 0.15 -0.23 0.095
H -15.43652 -33.27411 17.73530 -0.06 0.09 0.67 0.117
```
Forces are in eV/Å.

The charge is +5. Its relative energy (zero: lowest compared OMol25 entry of this formula, charge and spin) is 0.00 kJ/mol.

---

Record 3
ORCA calculation (ωB97M-V with the def2-TZVPD basis set) on a 7-piece molecular cluster, C20H54ClN2O16 overall in a non-equilibrium geometry.

```
93
Properties=species:S:1:pos:R:3:forces:R:3:lowdin_charge:R:1
Cl 2.26250 -1.74996 0.79499 -0.30 0.60 0.92 0.636
O 3.48515 -1.01077 0.60502 -0.31 0.31 0.21 -0.352
O 2.08724 -2.12135 2.18713 0.36 -0.12 0.13 -0.374
O 1.09826 -0.94879 0.44522 0.20 0.20 -0.54 -0.382
O 2.31073 -2.92301 0.00093 -0.17 -1.13 -0.87 -0.342
C -6.95543 2.15018 -3.20419 0.39 0.66 -0.11 -0.128
O -5.65841 1.62711 -3.04376 -0.21 -0.09 -0.16 -0.186
C -5.69429 0.24174 -2.77443 0.45 -0.70 0.35 -0.245
C -4.29756 -0.22953 -2.36598 -0.81 0.59 -0.26 -0.215
N -4.05416 0.20997 -0.99335 0.72 -0.03 0.19 -0.049
C -2.67925 -0.15209 -0.60360 -0.07 0.65 -0.14 -0.201
C -2.22314 0.23615 0.81724 -0.46 -0.33 -1.63 -0.228
O -2.92913 -0.46280 1.80247 0.07 -0.13 1.02 -0.188
C -2.34556 -1.72291 2.14009 0.13 0.94 -0.61 -0.084
H -7.47843 1.72219 -4.06611 -0.11 -0.35 0.20 0.084
H -6.85190 3.21398 -3.43156 0.08 -0.02 0.14 0.083
H -7.51873 2.05522 -2.27132 -0.25 -0.17 -0.13 0.087
H -6.06140 -0.34233 -3.62865 0.02 0.24 -0.20 0.119
H -6.35855 0.03386 -1.92627 -0.12 0.09 -0.01 0.117
H -3.58433 0.17638 -3.09603 0.16 -0.08 0.06 0.117
H -4.25569 -1.31722 -2.44296 0.02 -0.04 0.20 0.121
H -4.05155 1.22742 -1.02875 -0.31 -0.03 0.11 0.109
H -1.99449 0.37067 -1.28929 0.25 -0.30 0.00 0.103
H -2.56085 -1.22397 -0.76939 0.12 -0.02 0.10 0.111
H -2.35964 1.30463 0.98144 -0.18 0.12 0.07 0.119
H -1.14253 0.05849 0.75404 0.05 -0.22 0.78 0.088
H -2.47586 -2.37753 1.27552 0.25 -0.41 0.21 0.080
H -2.82924 -2.12683 3.02426 -0.24 0.05 -0.06 0.083
H -1.28969 -1.54627 2.36175 0.12 -0.40 -0.08 0.084
C 3.14451 -0.06491 4.55218 0.13 -1.05 0.54 -0.128
O 2.49235 1.17499 4.51924 -0.35 -0.21 -0.37 -0.188
C 1.79958 1.44867 3.30552 0.07 0.09 0.00 -0.210
C 1.24129 2.85274 3.47851 0.08 -0.11 0.41 -0.211
N 2.05725 3.90463 2.90481 -0.77 0.17 -0.77 -0.047
C 1.70624 5.23690 3.34717 -0.08 -0.06 1.00 -0.216
C 1.15673 6.14616 2.25752 1.64 0.05 -1.07 -0.217
O 0.11686 5.55902 1.51209 -0.64 0.28 -0.06 -0.218
C -1.11969 5.54645 2.20094 0.18 0.02 0.77 -0.084
H 3.85772 -0.22307 3.73706 0.20 0.36 0.09 0.088
H 2.51506 -0.96682 4.51605 -0.55 0.49 -0.27 0.078
H 3.59570 -0.13420 5.54551 0.45 0.21 -0.26 0.083
H 0.98324 0.75214 3.08551 0.04 -0.24 0.42 0.122
H 2.48162 1.33064 2.45383 0.08 0.28 -0.02 0.120
H 1.17884 2.99777 4.56618 -0.09 -0.12 0.09 0.117
H 0.20269 2.90690 3.13377 0.18 0.10 -0.40 0.110
H 3.04146 3.70599 2.87509 0.05 -0.06 0.29 0.118
H 2.56632 5.65833 3.87597 0.04 0.56 -0.37 0.120
H 0.96032 5.18344 4.15015 -0.07 -0.27 -0.02 0.107
H 1.96836 6.29867 1.53493 -0.09 -0.26 -0.12 0.124
H 0.95022 7.18143 2.55170 -0.55 -0.20 0.56 0.121
H -1.40779 6.55212 2.52859 0.07 0.08 -0.15 0.089
H -1.01349 4.93848 3.10565 -0.28 -0.07 -0.04 0.076
H -1.92203 5.14390 1.58974 0.27 -0.12 -0.29 0.095
C -0.52821 -6.75963 2.20194 0.31 -0.61 0.02 -0.251
C 0.04205 -5.45089 1.76744 0.83 1.34 0.19 -0.241
O 1.02293 -5.01778 2.71610 -0.11 -0.64 0.49 -0.082
O 0.50215 -7.74887 2.23624 -0.11 -0.17 -0.14 -0.080
H -1.26814 -7.08124 1.46695 0.01 -0.06 -0.03 0.116
H -1.01817 -6.74429 3.17967 0.01 0.40 0.03 0.116
H -0.70392 -4.64813 1.70283 -0.21 -0.36 -0.33 0.117
H 0.58844 -5.57053 0.82371 -0.58 -0.06 -0.23 0.127
H 1.44884 -4.21159 2.40321 0.02 0.24 -0.14 0.042
H 1.31575 -7.30902 2.50988 -0.11 0.14 0.10 0.074
C 0.22865 -0.54323 -3.02986 0.80 0.99 0.22 -0.244
C -0.01291 -0.57586 -4.54007 -1.32 -1.61 0.29 -0.180
O -1.43938 -0.89633 -4.64948 0.47 0.45 -0.20 -0.111
O -0.29496 -1.69621 -2.39751 -0.23 -0.38 -0.45 -0.078
H -0.28616 0.34666 -2.65509 -0.16 0.09 -0.07 0.097
H 1.26529 -0.39185 -2.72102 0.21 -0.13 -0.41 0.108
H 0.46116 -1.38916 -5.09658 0.64 0.04 0.52 0.099
H 0.21950 0.33834 -5.08067 -0.24 0.30 0.44 0.115
H -1.52311 -1.61347 -4.00143 -0.24 0.15 -0.14 0.059
H -0.03560 -1.69399 -1.46739 0.20 0.10 -0.04 0.061
C 4.32564 -3.73586 -2.92098 1.07 0.80 -0.05 -0.234
C 3.69901 -2.61229 -3.72841 -0.17 -0.68 0.00 -0.236
O 2.50303 -3.05586 -4.34828 -0.20 0.29 -0.29 -0.065
O 4.94722 -4.68079 -3.79728 -0.28 -0.02 -0.54 -0.081
H 3.61640 -4.21073 -2.24899 -0.17 0.13 0.02 0.117
H 5.13573 -3.25337 -2.36290 -0.14 -0.13 0.47 0.116
H 4.40238 -2.23213 -4.47619 0.16 -0.15 0.01 0.119
H 3.46763 -1.76890 -3.07969 -0.22 -0.14 0.18 0.114
H 2.74915 -3.55426 -5.13264 0.01 -0.09 0.08 0.082
H 5.01784 -5.53589 -3.37151 -0.09 0.02 0.17 0.074
C 2.16784 2.12993 -1.01650 0.05 -0.93 0.23 -0.241
C 0.91498 2.37865 -0.20761 0.06 0.21 -0.32 -0.216
O 0.45445 3.68774 -0.57308 -0.27 -0.05 0.37 -0.079
O 1.88241 2.35421 -2.39605 0.03 0.57 0.55 -0.075
H 2.47016 1.08758 -0.88321 0.06 0.06 -0.11 0.097
H 2.98467 2.76530 -0.65731 0.00 0.14 -0.10 0.117
H 1.09142 2.27506 0.86050 0.10 0.18 0.06 0.093
H 0.16885 1.62887 -0.48379 -0.11 0.14 -0.10 0.096
H 0.45015 4.27938 0.20006 0.06 -0.22 -0.14 0.050
H 1.41939 3.20742 -2.32724 -0.01 -0.18 -0.52 0.073
```
Forces are in eV/Å.

The charge is -1.

---

The following E values (in eV) correspond, in order, to the records above: -44490.0659, -44818.5092, -69869.0517.